{
  "formula": "C2H6N4S",
  "method": "ωB97M-V/def2-TZVPD",
  "e_tot_ev": -18963.1684,
  "orbital_gap_ev": 9.1,
  "relative_energy_kj_mol": 374.1,
  "smiles": "CS[C@@H]1N=NNN1",
  "homo_energy_ha": -0.30125,
  "e_lumo_ev": 0.877,
  "species": ["C", "S", "C", "N", "N", "N", "N", "H", "H", "H", "H", "H", "H"],
  "positions_angstrom": [[-0.4578, 2.2386, 0.1831], [-0.0621, 1.0902, -1.1381], [-0.3870, -0.3990, -0.0546], [0.6720, -0.2751, 0.8942], [1.5284, -1.1164, 0.7629], [1.0981, -2.0238, -0.1068], [-0.1473, -1.6202, -0.7662], [0.0088, 3.1890, -0.2939], [-0.0416, 2.1951, 1.1774], [-1.5942, 2.4159, 0.1377], [-1.4259, -0.5101, 0.3761], [1.5935, -2.8143, -0.3782], [-0.7850, -2.3700, -0.7935]],
  "atomic_forces_ev_per_a": [[-1.167, 3.357, -2.362], [-0.606, -1.058, 1.010], [-1.805, -0.515, -1.157], [-0.902, 2.915, 2.319], [0.380, -2.604, -0.483], [-1.077, 0.258, -0.775], [3.191, 0.240, -0.114], [-0.946, -1.101, 1.030], [0.119, -0.807, 0.042], [1.725, -0.251, 0.581], [1.021, 1.186, -0.169], [1.137, -1.028, -0.642], [-1.071, -0.592, 0.719]]
}